{"formula": "C31H43IN9S3Zr", "method": "wB97M-V/def2-TZVPD", "e_above_lowest_kcal_mol": 3.5, "total_charge": 3, "homo_energy_ev": [-15.41, -15.37], "molar_mass_g_mol": 856.1, "symbols": ["Zr", "S", "C", "N", "N", "C", "C", "C", "C", "C", "C", "N", "N", "C", "C", "C", "C", "C", "C", "H", "H", "H", "H", "H", "H", "H", "H", "H", "H", "H", "I", "C", "C", "C", "C", "N", "C", "H", "H", "H", "H", "C", "C", "C", "C", "N", "C", "S", "N", "C", "C", "C", "C", "H", "H", "H", "H", "H", "H", "H", "H", "H", "H", "H", "H", "H", "H", "H", "H", "H", "H", "H", "H", "S", "C", "N", "C", "C", "C", "N", "H", "H", "H", "H", "H", "H", "H", "H"], "xyz": [[0.48745, 0.00035, -1.42467], [1.40016, -0.32778, 0.90521], [-0.10213, -1.21977, 1.36888], [-0.40262, -1.43203, 2.63934], [0.40371, -1.06086, 3.56044], [0.28156, -1.38619, 4.88592], [-0.73191, -2.25190, 5.33590], [-0.76419, -2.61295, 6.66399], [0.18968, -2.12361, 7.55411], [1.17401, -1.23800, 7.11701], [1.22848, -0.87046, 5.79135], [-0.83781, -1.80809, 0.45402], [-0.45766, -1.68695, -0.80550], [-0.88574, -2.64821, -1.72645], [-0.16395, -2.70267, -2.93323], [-0.45593, -3.68483, -3.85988], [-1.47000, -4.60388, -3.61305], [-2.18351, -4.55055, -2.42401], [-1.89617, -3.58359, -1.47650], [1.26744, -0.56039, 3.27933], [-1.45064, -2.63562, 4.63012], [-1.51860, -3.29472, 7.02035], [0.16968, -2.43772, 8.58768], [1.89752, -0.85252, 7.81599], [1.99718, -0.20145, 5.43284], [0.66231, -1.99886, -3.10313], [0.11564, -3.74871, -4.77238], [-1.68102, -5.38134, -4.32937], [-2.95601, -5.27737, -2.22464], [-2.42570, -3.54971, -0.53546], [0.92087, 2.50252, -6.84547], [-0.30067, 1.42937, -5.51442], [-1.55806, 0.95800, -5.89603], [-2.31151, 0.24736, -4.97584], [-1.79993, 0.02528, -3.70660], [-0.58975, 0.47524, -3.32731], [0.13838, 1.16315, -4.21884], [-1.93146, 1.14026, -6.89295], [-3.27939, -0.14191, -5.25019], [-2.37144, -0.52557, -2.96464], [1.11281, 1.53215, -3.89536], [-0.30918, 5.45723, 3.19513], [1.17842, 5.68615, 2.92866], [1.72459, 4.95623, 1.70070], [1.76872, 3.43239, 1.85366], [0.45056, 2.82926, 1.82341], [-0.14404, 2.32592, 0.76211], [0.57644, 2.46262, -0.79822], [-1.31829, 1.67243, 0.92092], [-2.22553, 1.35153, -0.17544], [-2.79195, 2.60647, -0.86397], [-3.52576, 3.53604, 0.10996], [-4.84811, 2.95904, 0.59849], [-0.68303, 6.23132, 3.86153], [-0.50444, 4.50013, 3.68740], [-0.87531, 5.51180, 2.26524], [1.75388, 5.40453, 3.81220], [1.33423, 6.75396, 2.77179], [2.74500, 5.29469, 1.51958], [1.13395, 5.20941, 0.81774], [2.21809, 3.16538, 2.81233], [2.36084, 2.99311, 1.04584], [-0.07393, 2.91033, 2.68939], [-1.76499, 1.76090, 1.82744], [-3.03449, 0.74852, 0.24698], [-1.65500, 0.72648, -0.91536], [-3.48754, 2.29247, -1.64499], [-1.97108, 3.15136, -1.33969], [-3.72592, 4.47216, -0.41020], [-2.87789, 3.77788, 0.95572], [-5.47674, 2.69943, -0.24846], [-5.38010, 3.69858, 1.18849], [-4.71268, 2.07328, 1.21506], [2.80999, -0.33208, -2.43091], [3.30304, -1.98488, -2.31076], [2.90820, -2.73581, -1.28244], [3.41342, -4.09709, -1.11520], [3.59961, -4.72898, -2.48952], [4.51567, -3.85024, -3.33054], [4.04278, -2.47762, -3.28389], [2.49083, -2.27429, -0.47170], [2.68912, -4.66296, -0.53081], [4.36698, -4.09079, -0.57569], [2.63213, -4.84945, -2.98000], [4.04400, -5.71571, -2.38012], [4.52372, -4.17104, -4.37374], [5.54313, -3.89919, -2.95880], [4.33753, -1.85640, -4.02587]], "mulliken_charge": [-0.89, -0.60, 0.48, -0.63, 0.70, 0.83, -0.32, -0.64, -0.44, -0.72, -0.33, -0.82, 1.40, 0.66, 0.37, -1.06, -0.74, -0.61, -0.53, 0.23, 0.43, 0.41, 0.42, 0.41, 0.40, 0.03, 0.55, 0.49, 0.46, 0.50, 0.21, -0.66, -0.10, -1.18, 0.01, 0.54, 0.01, 0.46, 0.51, 0.48, 0.29, -0.90, -0.62, -0.39, -1.03, 0.06, 0.09, -0.24, 0.26, 0.09, -0.53, -0.36, -1.28, 0.41, 0.22, 0.19, 0.30, 0.36, 0.43, 0.22, 0.53, 0.35, 0.24, 0.40, 0.72, -0.59, 0.62, 0.26, 0.44, 0.00, 0.30, 0.42, 0.31, -0.48, 0.63, 0.27, -0.64, -0.54, -0.64, -0.13, -0.15, 0.41, 0.35, 0.22, 0.39, 0.40, 0.31, 0.26]}

{"formula": "C20H25EuN3O3S2", "method": "wB97M-V/def2-TZVPD", "multiplicity": 8, "total_charge": 2, "homo_energy_ev": [-11.04, -12.34], "s_squared": 15.8070, "molar_mass_g_mol": 571.5, "symbols": ["C", "C", "H", "H", "C", "C", "H", "H", "C", "H", "H", "H", "C", "H", "H", "H", "Eu", "O", "C", "O", "C", "O", "N", "C", "C", "H", "H", "H", "H", "C", "C", "H", "H", "H", "C", "C", "N", "C", "C", "S", "C", "C", "S", "C", "N", "C", "H", "H", "H", "H", "H", "H", "H", "H"], "xyz": [[-1.38950, 7.19511, -0.66090], [-1.52181, 7.37978, -2.00793], [-0.41991, 7.31814, -0.14709], [-2.25929, 7.11735, 0.01374], [-1.78187, 6.42537, -3.07462], [-1.65556, 5.05154, -3.03410], [-0.78436, 4.51035, -2.66761], [-2.37098, 4.43873, -3.58531], [-1.51691, 8.90680, -2.26904], [-1.24594, 9.39975, -1.31175], [-2.52812, 9.25624, -2.54909], [-0.79978, 9.22458, -3.04522], [-2.24348, 7.11064, -4.33509], [-1.42911, 7.74816, -4.69783], [-3.09822, 7.76189, -4.11267], [-2.50325, 6.39709, -5.11155], [0.15855, -0.32871, -0.98113], [-0.76565, 1.16154, 0.41414], [-1.83467, 1.79736, 0.62154], [-2.18785, -0.75509, -0.79135], [-3.13039, 0.03581, -0.52628], [-4.38800, -0.22848, -0.78513], [-2.99450, 1.30754, 0.03491], [-5.19039, 1.00180, -0.57227], [-4.19220, 2.07257, -0.25132], [-5.86730, 0.80021, 0.26848], [-5.72782, 1.18255, -1.51374], [-4.47491, 2.69796, 0.58182], [-4.02709, 2.70538, -1.13473], [-1.75138, 2.89349, 1.52239], [-0.52934, 3.10378, 2.09017], [-2.71134, 3.25974, 1.90044], [0.36757, 3.01207, 1.47269], [-0.33300, 3.44871, 3.11166], [-1.01429, -3.83989, -0.59665], [0.39849, -3.64764, -0.16969], [0.93418, -2.45770, 0.01250], [2.30319, -2.50612, 0.36526], [2.76615, -3.81039, 0.46463], [1.51707, -4.97482, 0.12098], [3.01397, -1.26994, 0.58627], [4.30147, -1.09304, 1.07554], [4.71013, 0.58169, 1.27273], [3.11216, 1.00015, 0.68557], [2.37010, -0.03440, 0.34140], [2.64472, 2.40982, 0.65460], [-1.03717, -4.11446, -1.66355], [-1.43344, -4.67392, -0.01610], [-1.62409, -2.93528, -0.44393], [3.78627, -4.06736, 0.73021], [4.97099, -1.90803, 1.32014], [2.89053, 2.88581, 1.61793], [3.11565, 2.96600, -0.16844], [1.56439, 2.42127, 0.49234]], "nbo_charge": [-0.34, -0.01, 0.19, 0.19, -0.05, -0.42, 0.18, 0.18, -0.65, 0.23, 0.23, 0.24, -0.63, 0.23, 0.22, 0.22, 1.69, -0.75, 0.71, -0.71, 0.95, -0.41, -0.46, -0.08, -0.25, 0.23, 0.24, 0.24, 0.23, -0.36, -0.11, 0.24, 0.20, 0.24, -0.69, 0.13, -0.61, 0.07, -0.38, 0.52, 0.08, -0.37, 0.52, 0.11, -0.59, -0.67, 0.25, 0.27, 0.25, 0.27, 0.26, 0.26, 0.26, 0.21]}

{"formula": "C2H4N2OS", "method": "wB97M-V/def2-TZVPD", "e_above_lowest_kcal_mol": 78.0, "homo_energy_ev": -9.43, "molar_mass_g_mol": 104.1, "symbols": ["C", "C", "H", "H", "H", "H", "N", "N", "O", "S"], "xyz": [[1.43047, 0.42775, 0.36775], [-1.53597, 0.44914, -0.27714], [1.59483, -0.44213, -1.59512], [1.89106, 0.94587, 1.09920], [0.41314, -0.41860, 1.82770], [-2.71486, 0.41129, -0.62822], [1.93060, 0.42181, -0.88317], [0.61923, -0.56768, 0.91965], [-1.07162, 1.49614, 0.18575], [-0.61419, -1.04411, -0.18679]], "nbo_charge": [0.27, 0.18, 0.34, 0.17, 0.39, 0.17, -0.68, -0.74, -0.54, 0.43]}

{"formula": "C30H27N2O8S2W", "method": "wB97M-V/def2-TZVPD", "multiplicity": 3, "e_above_lowest_kcal_mol": 97.2, "total_charge": 1, "homo_energy_ev": [-10.26, -9.97], "s_squared": 2.1124, "molar_mass_g_mol": 791.5, "symbols": ["W", "O", "C", "O", "C", "C", "C", "C", "C", "O", "C", "C", "O", "O", "H", "H", "H", "H", "H", "H", "H", "H", "C", "C", "N", "C", "C", "S", "C", "C", "S", "C", "N", "C", "H", "H", "H", "H", "H", "H", "H", "H", "O", "C", "C", "O", "O", "C", "C", "C", "C", "C", "C", "C", "C", "C", "C", "C", "C", "H", "H", "H", "H", "H", "H", "H", "H", "H", "H", "H"], "xyz": [[-0.73970, 0.57959, 0.90236], [-1.70505, 3.99025, 2.08998], [-1.45258, 3.35748, 1.09455], [-1.99596, 2.18381, 0.82890], [-0.44262, 3.86156, 0.04306], [-1.04027, 4.10482, -1.35107], [0.05407, 4.46264, -2.37112], [0.51408, 3.07772, -2.88050], [-0.41908, 2.12111, -2.14182], [-1.55772, 2.86050, -1.86749], [0.66842, 2.80520, -0.09960], [0.87601, 2.24713, 1.28572], [1.34554, 2.83816, 2.21816], [1.40841, 0.65229, 1.11819], [-0.00606, 4.78219, 0.42695], [-1.86590, 4.80999, -1.31064], [0.85821, 5.04204, -1.92001], [-0.37251, 5.05070, -3.18046], [1.56327, 2.85248, -2.69531], [0.33390, 2.96712, -3.94773], [-0.66871, 1.20286, -2.66653], [1.56780, 3.19655, -0.57855], [-3.31408, 0.27528, -1.77760], [-3.51541, -0.45248, -0.49931], [-2.74284, -0.35239, 0.55603], [-3.23755, -1.08041, 1.62609], [-4.36516, -1.77865, 1.36057], [-4.84059, -1.50749, -0.25847], [-2.54095, -0.89595, 2.88877], [-2.91132, -1.24880, 4.13938], [-1.79883, -0.61643, 5.27156], [-0.87856, 0.10005, 4.02511], [-1.37588, -0.14425, 2.82614], [0.31915, 0.92283, 4.30863], [-3.09632, 1.32304, -1.56797], [-4.20205, 0.20800, -2.40326], [-2.47687, -0.15438, -2.32969], [-4.93722, -2.40266, 2.02626], [-3.78064, -1.80459, 4.44729], [0.57672, 0.88862, 5.36508], [0.13694, 1.96195, 4.02511], [1.17423, 0.58611, 3.72328], [0.22179, -1.47585, 0.75758], [1.43575, -1.41346, -0.07726], [2.00651, 0.01619, 0.09374], [2.87160, 0.48406, -0.57980], [0.17049, 1.68805, -0.88363], [1.00868, -1.63824, -1.51889], [-0.28670, -2.04088, -1.82647], [-0.65361, -2.27203, -3.14802], [0.26770, -2.09618, -4.16678], [1.56458, -1.70469, -3.85956], [1.93896, -1.48251, -2.54450], [2.41282, -2.44468, 0.45202], [3.31772, -2.09868, 1.45405], [4.15320, -3.06298, 1.99842], [4.08643, -4.37286, 1.54899], [3.18405, -4.72025, 0.55290], [2.34998, -3.76040, 0.00316], [0.48023, -1.85833, 1.60887], [-1.00389, -2.21018, -1.03457], [-1.65816, -2.60642, -3.37548], [-0.01606, -2.28071, -5.19442], [2.29353, -1.58269, -4.64959], [2.95222, -1.18791, -2.31350], [3.38961, -1.07520, 1.80480], [4.86240, -2.78516, 2.76645], [4.74315, -5.12268, 1.96925], [3.13446, -5.74020, 0.19600], [1.65629, -4.02866, -0.78376]], "nbo_charge": [1.60, -0.56, 0.81, -0.79, -0.37, 0.09, -0.44, -0.46, 0.38, -0.51, 0.00, 0.49, -0.60, -0.69, 0.27, 0.23, 0.23, 0.24, 0.24, 0.24, 0.21, 0.23, -0.69, 0.14, -0.53, 0.08, -0.41, 0.54, 0.17, -0.43, 0.56, 0.12, -0.56, -0.68, 0.29, 0.25, 0.24, 0.26, 0.27, 0.25, 0.30, 0.26, -0.73, 0.12, 0.81, -0.54, -0.58, -0.09, -0.23, -0.21, -0.20, -0.21, -0.14, -0.01, -0.24, -0.19, -0.18, -0.20, -0.21, 0.52, 0.22, 0.22, 0.23, 0.23, 0.24, 0.23, 0.23, 0.23, 0.23, 0.23]}